30
Properties=species:S:1:pos:R:3:mulliken_charge:R:1 method="wB97M-V/def2-TZVPD" total_energy_ev=-37646.0897 relative_energy_ev=4.691 homo_lumo_gap_ev=9.104 fmax_ev_per_a=5.4 total_charge=0
F 1.09 5.26 3.02 -0.28
F -1.04 5.17 0.97 -0.28
F -1.07 2.99 -0.55 -0.30
N 1.04 1.02 -0.47 -0.68
O -1.56 -1.47 -2.74 -0.57
O 0.80 -4.07 -0.55 -0.54
S -0.22 -0.42 1.55 -0.13
C 0.59 -0.17 -0.02 0.39
C 2.16 3.50 2.00 -0.64
C 2.09 2.32 1.21 -0.15
C 1.04 4.32 2.04 0.42
C 0.00 4.25 1.12 0.21
C 0.00 3.09 0.36 0.68
C 1.02 2.19 0.38 -0.36
N 0.59 -1.25 -0.84 -0.31
C -1.93 -1.59 -1.40 -0.87
C -0.44 -3.59 -1.12 -1.12
C -0.72 -2.15 0.92 -1.02
C -0.61 -2.11 -0.64 1.22
H -2.27 -1.34 -3.38 0.33
H 1.50 -4.05 -1.26 0.32
H 2.93 3.54 2.77 0.35
H 2.84 1.55 1.38 0.39
H 0.71 -0.95 -1.84 0.39
H -2.32 -0.62 -1.11 0.37
H -2.72 -2.35 -1.33 0.41
H -0.33 -3.42 -2.18 0.50
H -1.27 -4.24 -0.85 0.33
H -0.13 -2.89 1.33 0.51
H -1.76 -2.51 1.22 0.41


97
Properties=species:S:1:pos:R:3:mulliken_charge:R:1 method="wB97M-V/def2-TZVPD" total_energy_ev=-74761.1713 relative_energy_ev=3.204 homo_lumo_gap_ev=4.720 fmax_ev_per_a=4.4 total_charge=-2
Cd -0.04 0.41 0.00 4.19
C -1.28 -5.28 -0.02 -1.45
C -1.67 -3.83 -0.02 0.79
C -2.94 -3.30 -0.03 -1.82
C -2.75 -1.90 -0.02 0.23
N -1.46 -1.62 0.00 0.33
N -0.80 -2.79 0.00 -0.19
B 0.75 -2.85 -0.01 -1.47
N 1.23 -2.16 -1.30 1.40
N 0.70 -1.00 -1.72 -0.82
C 1.30 -0.66 -2.86 -0.17
C 2.22 -1.66 -3.20 -1.13
C 2.15 -2.59 -2.19 0.74
C 3.03 -3.79 -2.00 -1.51
C 1.03 0.61 -3.53 0.68
C -0.07 1.41 -3.19 -0.47
C -0.23 2.66 -3.75 -0.50
C 0.66 3.13 -4.69 -0.49
C 1.73 2.33 -5.08 -0.56
C 1.92 1.09 -4.50 -0.82
N 1.25 -2.16 1.28 1.24
N 0.71 -1.00 1.70 -0.72
C 1.34 -0.65 2.82 -0.33
C 2.28 -1.64 3.15 -1.05
C 2.19 -2.58 2.14 0.63
C 3.04 -3.79 1.95 -1.45
C 1.05 0.61 3.51 0.75
C -0.08 1.37 3.20 -0.32
C -0.29 2.61 3.78 -0.67
C 0.60 3.09 4.74 -0.52
C 1.70 2.33 5.08 -0.58
C 1.94 1.11 4.47 -0.77
C -3.77 -0.84 -0.02 -0.06
C -3.41 0.51 -0.03 1.50
C -4.38 1.50 -0.05 0.22
C -5.73 1.16 -0.06 -0.67
C -6.10 -0.17 -0.05 -0.82
C -5.13 -1.17 -0.03 -0.79
H -2.19 -5.88 -0.04 0.38
H -0.70 -5.54 0.86 0.24
H -0.68 -5.53 -0.90 0.24
H -3.86 -3.86 -0.05 0.38
H 1.11 -3.99 -0.01 -0.23
H 2.85 -1.71 -4.08 0.38
H 3.55 -4.00 -2.93 0.45
H 2.47 -4.67 -1.68 0.23
H 3.78 -3.54 -1.24 0.12
H -0.79 1.05 -2.47 0.86
H -1.06 3.28 -3.42 0.29
H 0.54 4.12 -5.12 0.38
H 2.43 2.68 -5.83 0.36
H 2.78 0.50 -4.76 0.26
H 2.94 -1.67 4.00 0.39
H 3.61 -3.98 2.86 0.44
H 3.74 -3.61 1.14 0.09
H 2.44 -4.68 1.71 0.24
H -0.80 1.00 2.47 0.84
H -1.14 3.20 3.48 0.35
H 0.44 4.06 5.20 0.38
H 2.41 2.69 5.83 0.36
H 2.84 0.55 4.70 0.27
H -2.36 0.78 -0.02 0.50
H -4.07 2.53 -0.05 -1.04
H -6.48 1.94 -0.07 0.48
H -7.15 -0.45 -0.05 0.33
H -5.44 -2.20 -0.02 0.33
C 1.65 2.90 0.23 -1.20
C 0.46 3.82 0.26 1.61
C 0.68 5.18 0.42 -0.66
C -0.36 6.12 0.46 -1.01
C -1.66 5.65 0.33 -0.49
C -1.94 4.31 0.16 0.95
C -3.35 3.81 0.04 -1.64
C -0.88 3.30 0.13 -0.57
N -1.26 2.04 0.00 -0.95
H 2.57 3.48 0.25 0.45
H 1.67 2.28 -0.67 -0.02
H 1.67 2.23 1.09 0.04
H 1.70 5.54 0.52 0.32
H -0.15 7.18 0.60 0.31
H -2.49 6.36 0.36 0.30
H -4.06 4.65 -0.03 0.16
H -3.61 3.18 0.89 0.45
H -3.44 3.18 -0.85 0.35
C 7.86 1.86 2.00 -1.16
C 7.37 0.90 0.95 0.88
C 8.25 0.29 0.06 -0.65
C 7.66 -0.60 -0.84 -0.20
N 6.37 -0.86 -0.88 -0.52
C 5.56 -0.21 0.02 -0.30
S 3.90 -0.52 -0.01 -0.28
N 6.07 0.68 0.92 -0.47
H 8.95 1.94 1.99 0.33
H 7.54 1.51 2.98 0.26
H 7.42 2.84 1.84 0.26
H 9.31 0.47 0.07 0.28
H 8.27 -1.14 -1.56 0.37


17
Properties=species:S:1:pos:R:3:mulliken_charge:R:1 method="wB97M-V/def2-TZVPD" smiles=CNCO.O.O total_energy_ev=-9883.9425 relative_energy_ev=1.257 homo_lumo_gap_ev=10.248 fmax_ev_per_a=1.4 total_charge=0
C -1.97 -2.10 -0.92 -0.89
N -1.27 -0.82 -0.80 -0.36
C 0.15 -0.83 -0.62 -0.22
O 0.62 -0.89 0.73 -0.49
H -1.53 -2.99 -0.48 0.31
H -2.28 -2.21 -1.97 0.29
H -2.96 -2.04 -0.50 0.36
H -1.69 -0.34 0.00 0.26
H 0.68 -1.57 -1.22 0.32
H 0.47 0.11 -1.05 0.13
H -0.14 -1.02 1.29 0.29
H 1.58 1.43 2.20 0.29
H 2.22 0.62 1.19 0.34
O 2.46 1.32 1.82 -0.63
H -0.45 2.29 0.11 0.30
H -0.23 2.38 -1.35 0.31
O -0.13 2.90 -0.56 -0.61


13
Properties=species:S:1:pos:R:3:mulliken_charge:R:1 method="wB97M-V/def2-TZVPD" smiles="N/N=C/CCCl" total_energy_ev=-18723.6352 relative_energy_ev=3.698 homo_lumo_gap_ev=10.393 fmax_ev_per_a=5.9 total_charge=0
C 1.02 -0.06 0.13 -0.16
C -0.10 0.96 0.44 -0.48
C -1.22 0.86 -0.40 -0.55
H 4.18 -0.33 -0.27 0.29
H 2.80 -1.16 0.83 0.30
H 1.06 -1.14 0.36 0.36
H -0.56 0.88 1.46 0.26
H 0.73 1.69 0.39 0.30
H -1.78 1.74 -0.47 0.38
H -1.02 0.63 -1.51 0.31
N 3.10 -0.72 -0.22 -0.57
N 2.19 0.41 -0.09 -0.23
Cl -2.39 -0.63 0.02 -0.23


50
Properties=species:S:1:pos:R:3:mulliken_charge:R:1 method="wB97M-V/def2-TZVPD" spin_multiplicity=5 total_energy_ev=-94280.1267 relative_energy_ev=0.000 homo_lumo_gap_ev="6.720 / 3.355" fmax_ev_per_a=0.7 total_charge=+3
Pt 0.06 -0.18 0.58 1.63
C -5.26 -4.19 -2.20 -0.73
O -4.20 -3.85 -3.16 -0.26
C -3.24 -3.04 -2.94 0.99
C -2.34 -2.82 -4.04 -0.94
C -1.28 -1.94 -3.88 -0.67
C -1.04 -1.25 -2.69 0.03
C 0.12 -0.28 -2.63 1.29
C 0.73 0.19 -3.91 -1.68
O 0.56 0.15 -1.57 -0.81
C -1.92 -1.47 -1.55 0.72
O -1.81 -0.87 -0.45 -0.86
C -3.02 -2.38 -1.68 -0.45
H -6.01 -4.70 -2.78 0.28
H -5.65 -3.29 -1.74 0.36
H -4.84 -4.87 -1.46 0.39
H -2.52 -3.35 -4.97 0.53
H -0.62 -1.80 -4.73 0.51
H -0.02 0.51 -4.63 0.49
H 1.30 -0.63 -4.37 0.49
H 1.42 1.00 -3.70 0.33
H -3.66 -2.54 -0.82 0.55
N -1.19 6.64 2.41 -0.33
C -1.84 5.81 1.58 0.34
O -2.80 6.10 0.91 -0.55
C -1.29 4.40 1.42 0.79
C 0.01 4.00 1.70 -0.72
C 0.38 2.69 1.44 -0.24
N -0.49 1.81 0.94 -0.60
C -1.75 2.19 0.67 -0.30
C -2.17 3.47 0.89 -0.60
H -1.55 7.58 2.51 0.26
H -0.43 6.37 3.02 0.17
H 0.76 4.68 2.09 0.37
H 1.39 2.35 1.63 0.41
H -2.42 1.44 0.27 0.53
H -3.18 3.78 0.65 0.52
C 1.87 -1.95 3.25 -1.04
As 2.11 -0.95 1.63 0.48
C 3.35 0.46 2.07 -1.21
C 3.08 -2.07 0.40 -1.08
H 2.86 -2.26 3.59 0.42
H 1.25 -2.83 3.07 0.38
H 1.41 -1.32 4.01 0.40
H 4.30 0.00 2.33 0.46
H 2.98 1.03 2.92 0.42
H 3.49 1.12 1.21 0.39
H 4.00 -2.38 0.89 0.44
H 3.32 -1.50 -0.49 0.36
H 2.50 -2.95 0.15 0.38


166
Properties=species:S:1:pos:R:3:mulliken_charge:R:1 method="wB97M-V/def2-TZVPD" total_energy_ev=-196782.9056 relative_energy_ev=10.783 homo_lumo_gap_ev=8.391 fmax_ev_per_a=6.5 total_charge=0
K -1.93 -5.39 1.01 0.94
N -1.13 -2.64 1.02 -0.54
S -1.00 -1.82 -0.26 0.90
O -0.49 -2.67 -1.31 -0.39
O -0.50 -0.46 -0.16 -0.37
F -2.55 -1.59 -0.65 -0.28
S 0.64 -2.58 1.33 1.12
O 1.22 -1.30 1.91 -0.32
O 1.52 -3.34 0.45 -0.59
F 0.59 -3.49 2.69 -0.30
C -1.10 -4.72 -3.91 -1.16
C 0.39 -4.25 -4.06 0.08
O 0.87 -4.43 -5.39 -0.26
P 2.48 -4.73 -5.67 0.79
O 3.24 -3.51 -5.81 -0.71
O 3.05 -5.88 -4.61 -0.24
C 3.92 -5.49 -3.65 -0.37
C 4.05 -6.70 -2.50 -1.15
O 2.42 -5.72 -6.95 -0.32
C 1.34 -6.68 -7.15 0.05
C 1.86 -7.66 -8.21 -1.34
H -1.79 -4.05 -4.43 0.31
H -1.17 -5.78 -4.17 0.37
H -1.49 -4.46 -2.93 0.21
H 0.28 -3.21 -3.76 0.19
H 1.03 -4.67 -3.29 0.24
H 4.91 -5.47 -4.12 0.36
H 3.64 -4.54 -3.20 0.42
H 5.02 -6.46 -2.06 0.36
H 3.15 -6.71 -1.89 0.28
H 4.11 -7.73 -2.86 0.32
H 1.11 -7.25 -6.25 0.25
H 0.50 -6.12 -7.55 0.27
H 2.01 -7.19 -9.18 0.33
H 2.81 -8.17 -8.10 0.33
H 1.01 -8.34 -8.34 0.38
C -4.57 4.05 4.62 -1.39
C -4.07 2.67 4.42 0.47
O -3.03 2.40 5.30 -0.44
P -1.93 1.38 4.72 1.22
O -2.54 0.19 4.05 -0.67
O -1.11 2.34 3.75 -0.26
C 0.05 2.09 3.17 -0.04
C 1.11 2.65 4.16 -1.47
O -0.88 1.03 6.03 -0.44
C -0.52 -0.29 6.34 -0.51
C 0.80 -0.66 5.67 0.15
H -3.78 4.65 4.17 0.33
H -5.53 4.24 4.13 0.36
H -4.69 4.34 5.67 0.33
H -4.79 1.88 4.66 0.30
H -3.78 2.51 3.39 -0.23
H 0.13 1.01 3.03 0.25
H 0.13 2.37 2.12 0.32
H 0.88 2.61 5.22 0.34
H 2.03 2.20 3.78 0.35
H 1.45 3.66 3.91 0.43
H -0.20 -0.22 7.38 0.27
H -1.38 -0.95 6.19 0.32
H 1.51 -1.17 6.32 -0.18
H 0.54 -1.36 4.88 -0.01
H 1.48 0.14 5.37 0.23
C -9.63 2.38 0.33 -1.17
C -8.23 1.83 0.91 -0.25
O -7.26 1.40 -0.11 -0.26
P -5.77 0.95 0.17 0.50
O -5.61 0.05 1.33 -0.67
O -5.31 0.29 -1.29 0.21
C -6.25 0.06 -2.36 -0.32
C -5.72 -0.72 -3.56 -1.05
O -4.91 2.32 0.21 -0.25
C -3.63 2.48 -0.30 -0.18
C -2.55 1.72 0.44 0.05
H -10.06 1.69 -0.40 0.31
H -10.37 2.52 1.11 0.37
H -9.70 3.36 -0.16 0.32
H -7.73 2.70 1.33 0.21
H -8.31 1.16 1.77 0.39
H -7.13 -0.42 -1.93 0.39
H -6.71 0.99 -2.69 0.36
H -6.50 -0.94 -4.29 0.44
H -5.01 -0.23 -4.21 0.00
H -5.33 -1.72 -3.37 0.31
H -3.48 2.29 -1.37 -0.07
H -3.34 3.52 -0.22 0.43
H -2.41 2.05 1.47 -0.32
H -2.69 0.64 0.42 -0.05
H -1.57 1.98 0.05 0.38
C -5.25 2.69 -9.14 -1.16
C -3.98 2.05 -8.75 -0.26
O -3.85 2.46 -7.39 -0.11
P -2.47 2.41 -6.47 0.39
O -1.20 2.02 -7.21 -0.75
O -2.80 1.36 -5.28 0.12
C -1.64 0.89 -4.66 -0.60
C -2.42 0.19 -3.47 -0.58
O -2.42 3.88 -5.73 -0.31
C -3.56 4.69 -5.65 -0.12
C -3.72 5.58 -6.91 -1.03
H -5.77 2.01 -9.82 0.37
H -5.94 2.76 -8.29 0.29
H -5.10 3.68 -9.56 0.28
H -4.10 0.97 -8.84 0.34
H -3.23 2.27 -9.52 0.31
H -1.17 0.03 -5.14 0.27
H -1.04 1.73 -4.33 0.42
H -3.06 -0.60 -3.85 0.14
H -1.70 -0.13 -2.72 0.28
H -3.06 0.97 -3.06 0.10
H -4.48 4.14 -5.46 0.24
H -3.22 5.23 -4.76 0.38
H -2.74 5.65 -7.37 0.31
H -4.55 5.21 -7.51 0.16
H -4.12 6.57 -6.71 0.38
C 4.20 6.13 -4.41 -1.23
C 4.13 5.84 -2.92 -0.15
O 5.35 5.28 -2.36 -0.37
P 5.30 4.61 -0.91 1.00
O 5.21 5.55 0.19 -0.68
O 4.17 3.43 -0.94 -0.28
C 3.48 3.01 0.28 -0.32
C 3.24 1.51 0.32 -0.88
O 6.68 3.78 -1.08 -0.39
C 7.10 3.00 0.06 -0.05
C 7.56 3.77 1.28 -1.07
H 4.94 6.89 -4.68 0.29
H 4.36 5.16 -4.87 0.33
H 3.32 6.53 -4.92 0.37
H 4.14 6.83 -2.45 0.26
H 3.20 5.34 -2.65 0.32
H 3.87 3.35 1.23 0.38
H 2.49 3.46 0.22 0.33
H 2.56 1.40 -0.52 0.25
H 4.15 1.04 -0.05 0.33
H 2.76 1.04 1.18 0.18
H 6.40 2.18 0.26 0.06
H 7.91 2.40 -0.35 0.35
H 6.84 4.06 2.05 0.28
H 8.22 3.07 1.80 0.41
H 8.07 4.69 1.01 0.28
C 3.60 -0.56 10.73 -1.21
C 2.83 -1.11 9.53 -0.09
O 3.39 -2.33 9.23 -0.15
P 3.04 -3.39 7.98 0.64
O 1.61 -3.84 7.90 -0.76
O 3.44 -2.42 6.71 -0.32
C 3.39 -3.00 5.36 -0.37
C 3.69 -2.04 4.19 -0.75
O 4.33 -4.40 7.84 -0.24
C 5.43 -4.32 8.72 -0.13
C 5.12 -5.28 9.82 -1.11
H 4.59 -0.85 10.40 0.29
H 3.41 0.51 10.82 0.36
H 3.40 -1.10 11.66 0.30
H 1.78 -1.26 9.79 0.33
H 3.01 -0.37 8.74 0.25
H 4.09 -3.84 5.23 0.43
H 2.40 -3.44 5.24 0.35
H 4.74 -1.78 4.09 0.39
H 3.28 -2.31 3.21 0.21
H 3.06 -1.15 4.25 -0.08
H 6.39 -4.60 8.29 0.34
H 5.54 -3.29 9.07 0.21
H 5.72 -5.17 10.72 0.35
H 4.08 -5.27 10.14 0.32
H 5.34 -6.28 9.45 0.33


16
Properties=species:S:1:pos:R:3:mulliken_charge:R:1 method="wB97M-V/def2-TZVPD" smiles=C[C@@H]1OC1(C)C total_energy_ev=-7393.7140 relative_energy_ev=1.051 homo_lumo_gap_ev=10.938 fmax_ev_per_a=0.4 total_charge=0
C -0.97 -0.86 -1.00 -1.40
C -0.38 0.32 -0.27 1.46
C -0.09 1.53 -1.15 -1.35
C 0.98 -0.98 1.61 -1.18
C 0.38 0.25 0.98 -0.27
O -1.01 0.55 0.99 -0.54
H -1.98 -0.59 -1.33 0.31
H -0.39 -1.14 -1.89 0.34
H -1.07 -1.74 -0.36 0.37
H -1.00 2.08 -1.42 0.30
H 0.40 1.19 -2.07 0.33
H 0.59 2.22 -0.64 0.36
H 0.55 -1.92 1.24 0.32
H 2.04 -0.97 1.35 0.29
H 0.90 -0.96 2.70 0.31
H 0.96 1.14 1.22 0.34


21
Properties=species:S:1:pos:R:3:mulliken_charge:R:1 method="wB97M-V/def2-TZVPD" total_energy_ev=-8492.4900 relative_energy_ev=4.402 homo_lumo_gap_ev="8.113 / 8.055" fmax_ev_per_a=0.3 total_charge=0
C 0.15 0.98 2.74 -0.58
O 0.35 0.77 1.46 -0.19
C -0.18 -0.19 0.76 -1.00
C 0.14 -0.26 -0.72 2.23
C -1.05 -0.93 -1.42 -1.70
C 0.37 1.14 -1.29 -1.72
C 1.40 -1.12 -0.93 -1.65
H -1.76 0.99 2.19 0.12
H 0.68 1.83 3.12 0.22
H -0.06 0.11 3.37 0.31
H -1.95 0.62 1.52 -0.02
H -0.50 -1.08 1.30 0.47
H -1.26 -1.92 -1.00 0.38
H -0.83 -1.06 -2.49 0.41
H -1.95 -0.32 -1.32 0.39
H 1.22 1.63 -0.82 0.36
H -0.51 1.77 -1.14 0.38
H 0.57 1.07 -2.37 0.42
H 2.27 -0.67 -0.43 0.37
H 1.64 -1.21 -2.00 0.40
H 1.27 -2.13 -0.53 0.38


17
Properties=species:S:1:pos:R:3:mulliken_charge:R:1 method="wB97M-V/def2-TZVPD" total_energy_ev=-20180.0056 relative_energy_ev=2.451 homo_lumo_gap_ev=8.862 fmax_ev_per_a=3.4 total_charge=-1
C -0.20 -0.05 2.17 -1.29
C 2.68 -0.14 -1.99 -0.42
C 0.17 -0.16 0.75 -0.43
N 1.52 0.43 -2.32 -0.14
O -2.31 -1.12 0.27 -0.59
O -1.92 1.36 0.37 -0.79
O -1.17 0.10 -1.76 -0.87
P -1.30 0.15 -0.28 0.98
H -0.41 -1.12 2.57 0.18
H -0.87 0.73 2.46 0.39
H 0.63 0.43 2.67 0.40
H 2.59 -1.21 -2.01 0.10
H 0.87 0.69 0.62 0.26
H 0.63 -1.07 0.72 0.45
H 0.57 0.09 -2.50 0.27
H -2.93 -0.54 0.69 0.29
H 1.46 1.45 -2.45 0.22


32
Properties=species:S:1:pos:R:3:mulliken_charge:R:1 method="wB97M-V/def2-TZVPD" smiles="CC1(C)C(CO)=N[C@@H]2CCCC[N@H+]21" total_energy_ev=-15697.4147 relative_energy_ev=1.916 homo_lumo_gap_ev=11.269 fmax_ev_per_a=6.7 total_charge=+1
C 0.26 1.09 0.24 -0.23
C 1.16 1.99 -0.50 -0.60
C 2.61 1.72 -0.14 -0.57
C 2.90 0.28 -0.03 -0.74
C 1.81 -0.68 0.55 -0.78
C -0.88 -1.06 -0.04 0.94
C -1.82 0.27 0.11 0.20
C -1.03 -1.83 -1.37 -1.33
C -1.00 -1.90 1.30 -1.57
C -3.28 0.34 0.09 -0.54
N -1.12 1.33 0.15 -0.52
N 0.55 -0.37 -0.17 0.24
O -3.72 1.60 -0.23 -0.51
H 0.47 1.13 1.34 0.45
H 1.03 1.83 -1.56 0.28
H 0.84 3.15 -0.37 0.29
H 3.20 2.10 -0.96 0.32
H 2.99 2.34 0.67 0.36
H 3.28 -0.07 -1.03 0.37
H 3.78 0.05 0.54 0.42
H 2.17 -1.71 0.19 0.39
H 1.76 -0.60 1.72 0.36
H -1.00 -2.84 -1.15 0.46
H -0.25 -1.51 -1.97 0.40
H -1.97 -1.57 -1.82 0.34
H -1.84 -2.43 1.48 0.51
H -0.71 -1.20 2.07 0.39
H -0.11 -2.64 1.16 0.35
H -3.69 -0.12 1.09 0.26
H -3.67 -0.34 -0.62 0.35
H 0.75 -0.59 -1.16 0.38
H -3.50 2.24 0.42 0.35